ORCA calculation (wB97M-V/def2-TZVPD) on one molecule with the formula C5H13NS at a distorted geometry.

## Properties
Spin multiplicity: 1
Relative energy (zero: lowest compared OMol25 entry of this formula, charge and spin), kcal per mole: 26.48
SMILES: CNCCCCS
Largest force on an atom, eV Å⁻¹: 2.5
Lowest unoccupied orbital energy, eV: 0.87
HOMO, eV: -8.44
Calculated total energy, Ha: -651.2018

```
20
C5H13NS | the OMol25 dataset | wB97M-V/def2-TZVPD
H -1.233 -1.841 -1.593
H -0.314 0.764 0.706
H 3.054 2.445 0.074
C 0.227 -1.060 -0.187
C 2.770 1.463 0.423
H 0.975 1.911 -0.523
H -3.251 -1.343 1.546
H 1.017 -1.424 -0.838
H 1.113 -0.022 1.488
C -2.367 -0.455 -0.536
H 3.404 0.586 0.372
H 0.038 -1.849 0.541
C 0.618 0.226 0.552
S -2.533 -0.251 1.311
N 1.500 1.101 -0.237
C -1.013 -0.906 -1.083
H -3.159 -1.162 -0.770
H -2.757 0.499 -0.867
H -0.641 -0.240 -1.872
H 2.553 1.559 1.496
```

=====

ORCA calculation (wB97M-V/def2-TZVPD) on one molecule with the formula C2H2N4O at a distorted geometry.

## Properties
Spin multiplicity: 1
Relative energy (zero: lowest compared OMol25 entry of this formula, charge and spin), kcal per mole: 43.20
SMILES: [H]/N=c1\ncnno1
Largest force on an atom, eV Å⁻¹: 5.2
Lowest unoccupied orbital energy, eV: -1.30
HOMO, eV: -10.22
Calculated total energy, Ha: -371.5515

```
9
C2H2N4O | the OMol25 dataset | wB97M-V/def2-TZVPD
C 0.499 -0.711 1.313
N -0.008 1.478 0.718
N 0.446 0.705 1.487
C -0.232 -0.354 -0.881
O -0.734 0.908 -0.488
H -0.091 -1.571 -2.487
N -0.297 -0.708 -2.110
N 0.356 -1.190 0.139
H 0.885 -1.297 2.165
```

=====

ORCA calculation (wB97M-V/def2-TZVPD) on C19H34Br12O15 as an isolated structure at a distorted geometry.

## Properties
Spin multiplicity: 1
Largest force on an atom, eV Å⁻¹: 5.2
Lowest unoccupied orbital energy, eV: -0.66
HOMO, eV: -10.37
Calculated total energy, Ha: -32760.9690

```
80
C19H34Br12O15 | the OMol25 dataset | wB97M-V/def2-TZVPD
Br -4.744 9.118 8.205
H -5.938 11.720 -2.634
C -3.939 -5.480 7.907
C 1.853 1.543 1.015
H -2.567 4.179 -9.753
O -4.081 -4.216 7.318
C -2.999 4.102 -8.755
H -2.174 -5.015 -2.106
H -3.359 5.111 -8.554
H -3.479 -5.425 8.893
Br -6.922 10.242 -0.858
O -1.201 5.772 -7.396
C -1.604 -10.547 -1.793
C 9.180 1.052 2.049
H -2.853 7.503 7.886
H -6.982 -2.667 5.149
Br 1.356 -3.551 4.537
H 1.899 -5.898 3.925
C 0.256 4.677 -5.362
C 10.974 0.625 -2.202
H 1.031 5.135 -5.977
C -1.574 -5.867 -1.786
H 2.199 -3.652 -6.387
H -2.661 4.744 1.071
H -2.899 3.048 1.350
H 8.315 1.632 2.371
C 3.266 -3.607 -6.170
O 9.982 0.600 -1.251
H 9.419 0.157 2.623
H -3.713 3.283 -8.842
C 2.508 -5.212 4.513
C 10.353 0.498 0.038
H 1.479 0.596 0.625
H 11.693 -0.193 -2.162
O -5.178 -2.615 6.253
Br 4.053 -4.810 3.343
H -5.841 -1.295 4.948
H -0.226 5.546 -4.914
H -1.230 -5.734 -0.760
H 11.535 1.550 -2.071
Br 3.803 -5.317 -5.230
Br -4.661 6.404 6.321
H 10.561 0.663 -3.210
O 11.481 0.271 0.505
O -0.679 3.986 -6.173
H 2.675 1.775 0.337
Br 2.879 -6.023 6.299
H -2.296 3.643 -0.252
Br 3.594 -2.049 -4.993
H 10.007 1.743 2.214
Br -2.530 8.794 5.694
H -6.898 -1.429 6.434
O -2.083 3.705 -7.764
H -4.877 -6.036 7.916
O -6.396 -4.414 7.066
O 9.242 0.791 0.643
H -0.528 -10.603 -1.630
O -0.923 1.451 0.335
H -1.963 -10.836 -0.805
H -3.261 -5.996 7.227
C -1.282 4.570 -7.142
O 0.886 2.609 1.165
C -3.571 7.852 7.144
H -2.068 -11.321 -2.405
C -6.336 -1.954 5.662
H -0.686 -5.935 -2.414
H 0.754 4.045 -4.627
Br -8.276 11.715 -3.480
H 2.220 1.279 2.007
C -0.343 2.487 0.819
C -6.641 10.891 -2.705
O -0.880 3.691 1.140
C -1.667 -8.223 -1.540
C -2.258 3.761 0.831
O -2.081 -9.285 -2.195
C -5.309 -3.817 6.949
O -2.272 -7.065 -2.051
Br 4.354 -3.567 -7.808
Br -6.117 9.336 -3.889
O -0.764 -8.236 -0.683
```

=====

ORCA calculation (wB97M-V/def2-TZVPD) on C3H3FO3Pm as an isolated structure at a distorted geometry.

## Properties
Spin multiplicity: 5
Total charge: +3
Largest force on an atom, eV Å⁻¹: 3.5
Lowest unoccupied orbital energy (spin up / spin down), eV: -18.47 / -14.65
HOMO (spin up / spin down), eV: -23.62 / -24.28
Calculated total energy, Ha: -1048.6571

```
11
C3H3FO3Pm | the OMol25 dataset | wB97M-V/def2-TZVPD
C -1.375 0.241 0.527
O 1.383 -0.719 -0.267
Pm 4.090 0.314 0.067
O 1.749 1.429 0.104
H -0.606 -1.742 0.149
C 1.050 0.487 -0.264
H -1.037 0.349 1.560
F -2.492 0.845 0.247
C -0.929 -0.835 -0.363
H -1.525 -1.046 -1.252
O -0.307 0.678 -0.507
```

=====

ORCA calculation (wB97M-V/def2-TZVPD) on one molecule with the formula C4H12N4 at a distorted geometry.

## Properties
Spin multiplicity: 3
Relative energy (zero: lowest compared OMol25 entry of this formula, charge and spin), kcal per mole: 17.60
Largest force on an atom, eV Å⁻¹: 5.8
Lowest unoccupied orbital energy (spin up / spin down), eV: 0.99 / 0.60
HOMO (spin up / spin down), eV: -6.35 / -8.89
Calculated total energy, Ha: -378.4088

```
20
C4H12N4 | the OMol25 dataset | wB97M-V/def2-TZVPD
C -0.725 0.872 -0.872
H 0.633 2.006 0.976
H 0.308 -2.154 -0.820
H -3.174 -0.460 0.831
H 0.275 0.813 2.081
H -0.889 0.271 -1.784
C 0.820 1.017 1.164
H -0.198 -3.128 0.481
H 1.484 -0.666 -1.617
N 0.087 -2.266 0.151
H -2.117 1.736 0.291
H 2.235 -0.927 -0.132
H 2.228 0.706 -0.860
N -0.073 -1.052 0.749
N -1.988 0.819 -0.273
C 0.411 0.053 0.036
N -2.511 -0.333 0.102
H 1.950 1.135 1.321
C 1.718 -0.285 -0.708
H -0.475 1.844 -1.117
```

=====

ORCA calculation (wB97M-V/def2-TZVPD) on C5H8N2O as an isolated structure at a distorted geometry.

## Properties
Spin multiplicity: 1
Relative energy (zero: lowest compared OMol25 entry of this formula, charge and spin), kcal per mole: 151.41
Largest force on an atom, eV Å⁻¹: 7.2
Lowest unoccupied orbital energy, eV: 1.09
HOMO, eV: -8.38
Calculated total energy, Ha: -379.8469

```
16
C5H8N2O | the OMol25 dataset | wB97M-V/def2-TZVPD
H -0.423 0.738 -1.973
N -1.461 0.349 -0.049
H -0.385 2.647 0.731
H 1.612 0.403 0.169
N 0.491 1.937 0.817
C -0.384 -0.237 0.873
C -0.236 0.398 -0.979
C 0.028 -1.546 0.164
H -0.163 -2.642 0.543
C 0.222 -0.971 -1.239
O 1.382 -1.405 -0.494
H -1.852 -0.487 -0.455
H 0.232 -1.834 -2.083
H -0.750 -0.044 2.001
C 0.601 0.637 0.226
H 1.086 2.059 1.747
```